DFT (ωB97M-V/def2-TZVPD) results for C3H4N3 as an isolated structure at a distorted geometry.

LUMO = -8.56 eV
Molar mass = 82.09 g/mol
HOMO-LUMO gap = 8.482 eV
Total charge = +1
ΔE to the lowest compared entry with this formula, charge and spin = 5.070 eV
2S+1 = 1

Each line ends with the Löwdin charge.
Atoms and positions in Å:
H -0.102 -0.349 -1.517  0.128
N 0.897 -1.257 -0.076  0.200
C 1.877 -0.586 0.324  0.192
H -1.307 -0.468 1.273  0.080
N 2.105 0.803 0.267  0.162
N 1.060 1.047 -0.239  0.177
C 0.194 -0.210 -0.571  -0.197
C -1.320 0.068 0.353  0.142
H -2.008 -0.173 -0.348  0.039
H -1.396 1.124 0.533  0.077

***

DFT (ωB97M-V/def2-TZVPD) results for a 2-piece molecular cluster, H2N2O3 overall at a distorted geometry.

LUMO = 0.91 eV
Molar mass = 78.03 g/mol
HOMO-LUMO gap = 11.196 eV
SMILES = N#[N+][O-].OO
ΔE to the lowest compared entry with this formula, charge and spin = 0.294 eV
2S+1 = 1

Each line ends with the Löwdin charge.
Atoms and positions in Å:
H 0.101 -0.337 1.405  0.122
O 0.447 -0.197 -0.477  -0.089
O -0.320 0.253 0.711  -0.100
O -2.090 -0.070 -1.119  0.083
N -3.700 -0.200 0.453  0.239
H 0.122 0.192 -1.281  0.054
N -2.941 -0.178 -0.349  -0.309

***

DFT (ωB97M-V/def2-TZVPD) results for a 2-piece molecular cluster, C4H9NOS overall at a distorted geometry.

LUMO (alpha / beta) = 0.72 / -1.77 eV
Molar mass = 119.19 g/mol
HOMO-LUMO gap (alpha / beta) = 5.990 / 7.269 eV
ΔE to the lowest compared entry with this formula, charge and spin = 4.968 eV
Expectation value of S² = 2.006
2S+1 = 3

Each line ends with the Mulliken spin population.
Atoms and positions in Å:
N 0.158 -0.985 -1.812  0.001
H -2.327 0.606 1.091  -0.028
O 1.877 -0.062 -0.058  0.007
H 0.135 0.043 -1.777  0.012
H -0.050 -1.650 0.790  0.014
C -1.590 1.427 0.899  0.950
H 0.505 1.809 1.510  0.081
C -1.007 2.077 -0.043  0.900
C 0.702 -2.350 0.339  -0.008
H 1.515 -2.746 0.922  0.001
H 0.049 -1.242 -2.797  0.000
H 0.346 -3.059 -0.304  0.001
H -0.659 3.163 1.831  0.074
H -0.797 1.945 -1.114  -0.016
C -0.458 2.295 1.350  0.007
S 1.602 -1.273 -0.827  0.003

***

DFT (ωB97M-V/def2-TZVPD) results for C3H2FLiO3Yb as an isolated structure at a distorted geometry.

LUMO (alpha / beta) = -1.35 / -1.35 eV
Molar mass = 285.02 g/mol
HOMO-LUMO gap (alpha / beta) = 3.273 / 3.273 eV
ΔE to the lowest compared entry with this formula, charge and spin = 0.418 eV
2S+1 = 1

Each line ends with the Löwdin charge.
Atoms and positions in Å:
Yb -3.078 0.297 1.636  0.432
O -0.885 -0.509 -0.232  -0.194
Li 1.841 0.980 -0.965  0.760
C 0.252 -1.106 -0.065  -0.602
H 1.053 -0.042 1.558  0.058
O -2.081 1.713 -0.538  -0.040
C 1.252 -0.784 0.785  -0.011
C -1.033 1.277 -0.917  -0.515
O 0.077 1.688 -1.137  -0.013
F 0.462 -2.102 -0.953  0.067
H 2.142 -1.411 0.829  0.059